[1]
The following is a quantum chemistry calculation of an isolated ion of composition C3H5O3 and charge -1 at a distorted geometry, from the OMol25 dataset.

Values from the calculation:
**E_HOMO**: -3.827 eV
**Gap between HOMO and LUMO**: 7.710 eV
**Lowest unoccupied orbital energy**: 0.143 Eh
**SMILES**: O=C([O-])CCO
**Energy relative to the best compared isomer or geometry (same formula, charge and spin)**: 81.0 kJ/mol

```
! RIJCOSX wB97M-V def2-TZVPD def2/J DEFGRID3
* xyz -1 1
O -0.70 -1.75 -1.49
C -0.35 -0.54 -1.59
O 0.35 -0.02 -2.46
C -0.48 0.12 -0.29
C 0.76 0.25 0.64
O 0.22 0.73 1.91
H -1.36 -0.27 0.28
H -0.81 1.12 -0.29
H 1.39 -0.73 0.83
H 1.45 0.93 0.30
H -0.46 0.15 2.16
*
```

[2]
The following is a quantum chemistry calculation of one molecule with the formula C2H3FN2O at a distorted geometry, from the OMol25 dataset.

Values from the calculation:
**E_HOMO**: -10.927 eV
**Gap between HOMO and LUMO**: 10.630 eV
**Lowest unoccupied orbital energy**: -0.011 Eh
**SMILES**: FCOC1N=N1
**Energy relative to the best compared isomer or geometry (same formula, charge and spin)**: 277.5 kJ/mol

```
! RIJCOSX wB97M-V def2-TZVPD def2/J DEFGRID3
* xyz 0 1
F 1.34 1.47 -0.11
C 1.19 0.15 0.24
O 0.60 -0.48 -0.75
C -1.05 -0.43 -0.49
N -1.43 -0.08 0.80
N -1.78 0.71 -0.05
H 2.20 -0.18 0.27
H 0.46 0.10 1.04
H -1.52 -1.25 -0.93
*
```

[3]
The following is a quantum chemistry calculation of C21H25N5O5 as an isolated structure at a distorted geometry, from the OMol25 dataset.

Values from the calculation:
**E_HOMO**: -8.246 eV
**Gap between HOMO and LUMO**: 7.616 eV
**Lowest unoccupied orbital energy**: -0.023 Eh
**Energy relative to the best compared isomer or geometry (same formula, charge and spin)**: 1716.3 kJ/mol

```
! RIJCOSX wB97M-V def2-TZVPD def2/J DEFGRID3
* xyz 0 1
C 2.48 5.00 1.11
H 1.52 4.82 1.60
O 3.51 4.12 1.38
C 3.49 2.90 1.37
C 2.43 2.37 0.82
C 2.46 0.87 1.03
C 3.56 0.21 1.58
C 4.73 0.78 1.73
C 4.75 2.16 1.77
H 5.47 2.79 2.16
O 5.78 -0.18 2.26
C 7.02 0.57 2.63
H 6.67 1.44 3.48
H 7.54 -0.25 2.99
H 7.38 1.30 1.81
H 3.58 -0.96 1.53
N 1.20 0.31 0.54
C 1.00 -1.12 0.48
O 1.70 -2.16 0.61
C -0.39 -1.60 -0.06
C -0.06 -2.51 -1.40
C -1.40 -3.17 -1.67
C -2.32 -2.03 -2.32
H -3.26 -2.34 -2.58
H -1.68 -1.56 -3.42
C -2.65 -0.97 -1.25
N -3.41 0.36 -1.67
C -3.30 0.72 -2.87
N -4.13 1.89 -2.69
C -4.84 1.75 -1.58
N -4.31 0.60 -0.97
N -5.76 2.60 -1.29
O -6.24 3.39 -1.93
O -6.25 2.49 -0.08
H -2.59 0.75 -3.60
C -1.27 -0.59 -0.67
H -0.70 0.16 -1.66
H -1.56 0.27 0.38
C -3.31 -1.70 -0.07
C -2.37 -2.94 0.54
C -2.34 -3.74 -0.60
H -3.09 -4.28 -0.83
H -1.52 -4.58 -0.31
C -1.12 -2.13 0.99
H -0.39 -3.14 1.28
H -1.47 -1.54 1.71
H -3.10 -3.23 1.24
H -4.43 -1.89 -0.47
H -3.52 -1.04 0.60
H -1.16 -3.83 -2.59
H 0.49 -3.39 -1.03
H 0.40 -2.06 -2.19
H 0.41 0.73 0.06
H 1.43 2.78 0.71
H 2.16 4.88 0.06
H 2.77 5.93 1.35
*
```

[4]
The following is a quantum chemistry calculation of a 2-piece molecular cluster, C4H11N2OS overall, from the OMol25 dataset.

Values from the calculation:
**E_HOMO**: -3.333 eV
**Gap between HOMO and LUMO**: 7.215 eV
**Lowest unoccupied orbital energy**: 0.143 Eh
**Energy relative to the best compared isomer or geometry (same formula, charge and spin)**: 64.8 kJ/mol

```
! RIJCOSX wB97M-V def2-TZVPD def2/J DEFGRID3
* xyz -1 1
C 2.55 -0.46 -0.46
C 1.69 -0.91 0.72
S 0.27 -1.92 0.22
N 1.86 0.28 -1.51
H 3.00 -1.35 -0.90
H 3.38 0.18 -0.13
H 1.36 -0.03 1.30
H 2.36 -1.47 1.38
H 1.53 1.16 -1.12
H 1.01 -0.23 -1.73
C -2.10 0.69 -1.01
C -1.70 1.31 0.31
N -1.50 0.45 1.35
O -1.64 2.53 0.44
H -1.39 -0.07 -1.32
H -2.18 1.50 -1.73
H -3.08 0.21 -0.89
H -0.93 -0.42 1.08
H -1.18 0.97 2.15
*
```

[5]
The following is a quantum chemistry calculation of C7H17HgNO7 as an isolated structure at a distorted geometry, from the OMol25 dataset.

Values from the calculation:
**E_HOMO**: 6.764 eV
**Gap between HOMO and LUMO**: 1.613 eV
**Lowest unoccupied orbital energy**: 0.308 Eh

```
! RIJCOSX wB97M-V def2-TZVPD def2/J DEFGRID3
* xyz -4 1
Hg 0.73 -0.96 0.85
O 0.30 -0.93 3.14
H -0.05 -0.24 3.72
O 1.60 -3.09 1.49
H 2.47 -2.76 1.78
O -1.60 -4.64 -0.99
C -2.37 -3.57 -1.05
C -2.65 -2.76 0.31
O -1.75 -2.19 1.07
H -3.40 -3.77 -1.49
H -1.90 -2.83 -1.76
H -3.31 -3.49 0.87
H -3.41 -2.00 -0.07
O 2.59 0.47 0.72
C 3.33 -0.07 -0.31
C 2.62 -0.80 -1.49
O 1.62 -1.67 -1.28
H 4.18 -0.71 0.07
H 4.00 0.75 -0.73
H 3.46 -1.19 -2.14
H 2.24 0.05 -2.15
C -0.98 1.77 -0.82
O -0.57 0.70 -0.49
N -0.84 2.92 -0.09
C -1.11 4.21 -0.69
C -0.16 2.83 1.19
H -1.49 1.92 -1.80
H -0.91 5.01 0.02
H -2.17 4.28 -0.97
H -0.55 4.41 -1.61
H 0.89 3.11 1.13
H -0.65 3.43 1.97
H -0.18 1.81 1.58
*
```

[6]
The following is a quantum chemistry calculation of a 3-piece molecular cluster, C18H37ClF3N4O9PS overall at a distorted geometry, from the OMol25 dataset.

Values from the calculation:
**E_HOMO**: -8.222 eV
**Gap between HOMO and LUMO**: 7.864 eV
**Lowest unoccupied orbital energy**: -0.013 Eh
**SMILES**: NC(N)(N)C[C@H]1OS(=O)(=O)[C@@](CCC(F)=C(F)F)(ON=O)[C@@H](O)[C@@H]1P(O)Cl.CCOCC.CCOCC

```
! RIJCOSX wB97M-V def2-TZVPD def2/J DEFGRID3
* xyz 0 1
N 4.32 0.82 1.70
C 4.12 0.09 0.47
N 5.45 0.01 -0.18
N 3.26 0.84 -0.50
C 3.68 -1.37 0.68
C 2.17 -1.59 0.95
O 1.60 -0.40 1.55
S 0.09 -0.60 2.02
O -0.07 -1.61 3.01
O -0.39 0.68 2.36
C -0.82 -1.18 0.54
C -2.27 -1.54 0.86
C -3.13 -0.44 1.50
C -3.39 0.74 0.62
F -2.48 1.71 0.43
C -4.59 0.88 -0.01
F -5.66 1.14 0.70
F -4.84 0.74 -1.27
O -0.65 -0.17 -0.45
N -1.48 -0.35 -1.57
O -1.58 0.63 -2.19
C -0.07 -2.49 0.07
O -0.73 -3.13 -0.99
C 1.39 -2.12 -0.27
P 2.14 -3.69 -1.00
O 3.10 -3.06 -2.20
Cl 3.35 -4.59 0.43
H 4.75 1.72 1.52
H 3.45 1.01 2.18
H 6.04 0.76 0.17
H 5.31 0.24 -1.16
H 2.56 1.35 0.05
H 2.72 0.19 -1.06
H 4.20 -1.72 1.58
H 4.08 -1.95 -0.15
H 2.10 -2.38 1.71
H -2.73 -1.96 -0.04
H -2.22 -2.36 1.58
H -2.77 -0.13 2.49
H -4.12 -0.89 1.69
H -0.07 -3.16 0.94
H -1.06 -3.97 -0.64
H 1.43 -1.38 -1.07
H 2.56 -3.14 -3.01
C 6.78 -1.79 -4.63
C 5.81 -0.94 -3.83
O 6.20 0.41 -3.69
C 6.35 1.15 -4.89
C 5.08 1.24 -5.72
H 7.77 -1.76 -4.18
H 6.44 -2.82 -4.66
H 6.87 -1.43 -5.66
H 5.74 -1.34 -2.82
H 4.79 -0.99 -4.25
H 7.18 0.74 -5.48
H 6.65 2.15 -4.59
H 4.74 0.26 -6.05
H 5.25 1.86 -6.60
H 4.27 1.69 -5.13
C -9.34 3.71 3.37
C -8.39 3.63 4.56
O -8.20 2.32 5.06
C -7.67 1.37 4.16
C -6.30 1.74 3.62
H -10.31 3.29 3.64
H -9.47 4.74 3.06
H -8.97 3.15 2.51
H -8.80 4.22 5.38
H -7.42 4.08 4.31
H -8.37 1.19 3.34
H -7.60 0.44 4.71
H -6.32 2.66 3.04
H -5.92 0.95 2.97
H -5.59 1.88 4.44
*
```

[7]
The following is a quantum chemistry calculation of one molecule with the formula C18H27F5O4S at a distorted geometry, from the OMol25 dataset.

Values from the calculation:
**E_HOMO**: -10.088 eV
**Gap between HOMO and LUMO**: 10.590 eV
**Lowest unoccupied orbital energy**: 0.018 Eh
**SMILES**: C#CCCC[C@H]1C[C@@H](CCCC(F)(F)C(F)(F)F)OS(=O)(=O)[C@H]1CCOCC
**Energy relative to the best compared isomer or geometry (same formula, charge and spin)**: 0.0 kJ/mol

```
! RIJCOSX wB97M-V def2-TZVPD def2/J DEFGRID3
* xyz 0 1
C -0.66 -2.69 3.78
C -1.57 -2.22 3.22
C -2.71 -1.61 2.53
C -2.48 -0.10 2.34
C -2.32 0.34 0.87
C -0.87 0.56 0.42
C -0.69 0.06 -1.03
C 0.27 0.91 -1.84
C 0.60 0.29 -3.18
C 1.70 -0.77 -3.03
C 1.74 -1.75 -4.21
C 0.96 -3.01 -3.91
F -0.37 -2.73 -3.73
F 1.40 -3.59 -2.75
C 1.09 -4.08 -5.02
F 1.01 -3.51 -6.24
F 2.30 -4.69 -4.91
F 0.11 -5.01 -4.91
O -0.34 2.19 -2.11
S -0.95 2.98 -0.86
O -2.38 2.91 -0.97
O -0.35 4.27 -0.78
C -0.38 2.01 0.53
C -0.73 2.77 1.81
C 0.50 3.11 2.66
O 1.55 2.18 2.61
C 1.30 0.96 3.32
C 2.39 0.73 4.35
H 0.28 -2.88 4.25
H -3.58 -1.76 3.17
H -2.88 -2.12 1.59
H -1.63 0.22 2.92
H -3.33 0.43 2.76
H -2.93 1.22 0.68
H -2.76 -0.44 0.25
H -0.24 -0.05 1.06
H -0.39 -0.98 -1.06
H -1.65 0.16 -1.53
H 1.21 1.05 -1.30
H 0.93 1.06 -3.86
H -0.31 -0.17 -3.57
H 2.66 -0.26 -2.98
H 1.57 -1.31 -2.11
H 1.30 -1.29 -5.09
H 2.76 -2.05 -4.43
H 0.70 2.02 0.43
H -1.47 2.25 2.41
H -1.19 3.72 1.53
H 0.17 3.23 3.70
H 0.89 4.08 2.36
H 0.31 0.98 3.78
H 1.35 0.15 2.59
H 2.06 0.94 5.36
H 2.74 -0.30 4.32
H 3.23 1.36 4.11
*
```

[8]
The following is a quantum chemistry calculation of C5H6O2 as an isolated structure, from the OMol25 dataset.

Values from the calculation:
**E_HOMO**: -7.817 eV
**Gap between HOMO and LUMO**: 8.394 eV
**Lowest unoccupied orbital energy**: 0.021 Eh
**Energy relative to the best compared isomer or geometry (same formula, charge and spin)**: 511.3 kJ/mol

```
! RIJCOSX wB97M-V def2-TZVPD def2/J DEFGRID3
* xyz 0 1
C -0.81 0.25 1.01
C -0.56 -1.03 0.25
O -0.76 -0.37 -1.10
C -0.38 0.94 -0.27
C 1.20 0.54 -0.35
O 1.92 0.65 0.70
C 0.63 -0.88 -0.60
H -1.86 0.37 1.30
H -0.10 0.45 1.82
H -1.06 -1.98 0.37
H -0.85 1.83 -0.68
H 1.56 0.94 -1.34
H 1.08 -1.72 -1.11
*
```

[9]
The following is a quantum chemistry calculation of an isolated ion of composition C4H7N2O and charge +1 at a distorted geometry, from the OMol25 dataset.

Values from the calculation:
**E_HOMO**: -13.881 eV
**Gap between HOMO and LUMO**: 8.413 eV
**Lowest unoccupied orbital energy**: -0.201 Eh
**Energy relative to the best compared isomer or geometry (same formula, charge and spin)**: 450.5 kJ/mol

```
! RIJCOSX wB97M-V def2-TZVPD def2/J DEFGRID3
* xyz 1 1
C -1.18 -1.06 -0.71
C 0.48 -0.42 0.99
C 1.38 0.78 0.48
C 0.61 1.64 -0.34
N -0.04 -1.24 -0.06
N -1.72 0.07 -0.66
O 1.40 0.99 -1.00
H -1.72 -1.76 -1.25
H 1.20 -0.94 1.73
H -0.29 0.20 1.54
H 2.14 1.13 1.09
H -0.06 2.48 -0.41
H 0.41 -2.09 -0.33
H -2.59 0.22 -1.08
*
```

[10]
The following is a quantum chemistry calculation of one molecule with the formula C3H7N3O, from the OMol25 dataset.

Values from the calculation:
**E_HOMO**: -9.614 eV
**Gap between HOMO and LUMO**: 10.402 eV
**Lowest unoccupied orbital energy**: 0.029 Eh
**SMILES**: [H]/N=C/NC(=O)NC
**Energy relative to the best compared isomer or geometry (same formula, charge and spin)**: 10.7 kJ/mol

```
! RIJCOSX wB97M-V def2-TZVPD def2/J DEFGRID3
* xyz 0 1
H -4.07 -0.54 -0.57
N -3.33 -0.46 0.12
C -2.24 -0.12 -0.44
N -1.09 0.05 0.32
C 0.16 0.16 -0.27
O 0.30 0.25 -1.48
N 1.19 0.15 0.62
C 2.57 0.13 0.17
H -2.07 0.08 -1.50
H -1.19 -0.19 1.30
H 1.00 0.14 1.61
H 2.56 -0.03 -0.91
H 3.11 -0.69 0.65
H 3.09 1.07 0.38
*
```

[11]
The following is a quantum chemistry calculation of a 2-piece molecular cluster, C3H8N2O overall at a distorted geometry, from the OMol25 dataset.

Values from the calculation:
**E_HOMO**: -7.840 eV
**Gap between HOMO and LUMO**: 8.451 eV
**Lowest unoccupied orbital energy**: 0.022 Eh
**Energy relative to the best compared isomer or geometry (same formula, charge and spin)**: 512.4 kJ/mol

```
! RIJCOSX wB97M-V def2-TZVPD def2/J DEFGRID3
* xyz 0 1
C -0.73 1.34 -2.38
C 1.26 -0.49 0.09
C -0.70 0.39 1.00
N -0.79 -0.84 -1.02
N -0.20 -0.38 -0.13
O -0.02 1.91 -1.57
H -0.31 1.04 -3.37
H 1.50 -0.99 1.13
H 1.61 -1.19 -0.70
H 1.46 0.58 -0.05
H -0.20 0.08 1.95
H -0.54 1.58 0.90
H -1.76 0.25 1.04
H -1.70 1.23 -2.22
*
```

[12]
The following is a quantum chemistry calculation of a 2-piece molecular cluster, H3N3O overall at a distorted geometry, from the OMol25 dataset.

Values from the calculation:
**E_HOMO (spin up / spin down)**: -10.940 / -9.137 eV
**Gap between HOMO and LUMO (spin up / spin down)**: 10.392 / 8.753 eV
**Lowest unoccupied orbital energy (spin up / spin down)**: -0.020 / -0.014 Eh
**Energy relative to the best compared isomer or geometry (same formula, charge and spin)**: 453.6 kJ/mol

```
! RIJCOSX wB97M-V def2-TZVPD def2/J DEFGRID3
* xyz 0 1
N 1.09 -1.12 0.05
N -1.70 0.25 0.28
N 0.86 0.03 0.00
O 1.27 1.14 -0.01
H 2.06 -1.48 0.12
H -1.87 -0.09 -0.67
H -1.71 1.26 0.23
*
```